w) Entry from the OMol25 dataset: a gas-phase ion, C4H9N2O2 (charge -1) (ωB97M-V/def2-TZVPD).

Structure (ORCA input):
```
! RIJCOSX wB97M-V def2-TZVPD def2/J DEFGRID3
* xyz -1 1
N -0.240 2.935 -0.191
C -0.061 1.543 0.238
C -0.681 0.559 -0.735
O -1.710 1.011 -1.280
N -0.350 -0.725 -0.990
C 0.552 -1.764 -0.383
C 0.640 -1.831 1.366
O 1.027 -0.734 1.941
H -1.223 3.158 -0.096
H -0.072 3.139 -1.169
H 0.997 1.382 0.475
H -0.676 1.438 1.142
H -1.025 -1.166 -1.594
H 1.546 -1.572 -0.845
H 0.309 -2.759 -0.791
H -0.456 -1.991 1.515
H 1.424 -2.623 1.397
*
```

The calculation puts the frontier orbital gap at 6.77 eV. Its SMILES is NCC(=O)NCC[O-]. The highest occupied orbital energy comes out at -2.769 eV. As for the lowest unoccupied orbital energy: 4.00 eV.

***

x) Entry from the OMol25 dataset: 2 unconnected molecules or ions with the total composition C4H9N2O2 (ωB97M-V/def2-TZVPD).

Structure (ORCA input):
```
! RIJCOSX wB97M-V def2-TZVPD def2/J DEFGRID3
* xyz -1 1
O -0.539 -2.015 0.357
C -0.354 -0.836 -0.049
N 0.597 -0.018 0.378
C 4.082 0.445 1.442
O 4.642 0.890 2.426
C -1.309 -0.214 -1.070
C -1.732 1.185 -0.587
N -2.629 -0.917 -1.171
H 1.254 -0.452 1.010
H 3.404 1.087 0.873
H 4.365 -0.575 1.185
H -0.828 -0.194 -2.048
H -0.833 1.810 -0.542
H -2.534 1.566 -1.224
H -2.191 1.195 0.413
H -2.362 -1.919 -1.156
H -3.034 -1.039 -0.237
*
```

The calculation puts the frontier orbital gap at 7.16 eV. The highest occupied orbital energy comes out at -3.607 eV. As for the lowest unoccupied orbital energy: 3.55 eV.

***

y) Entry from the OMol25 dataset: a gas-phase ion, C4H9N2O2 (charge -1) (ωB97M-V/def2-TZVPD).

Structure (ORCA input):
```
! RIJCOSX wB97M-V def2-TZVPD def2/J DEFGRID3
* xyz -1 1
N 1.131 1.826 -0.779
C -0.030 1.808 -0.073
O -0.680 2.850 -0.005
C -0.462 0.565 0.644
C 0.131 -0.785 0.151
N 0.380 -0.754 -1.285
C -0.616 -2.101 0.710
O 0.178 -3.149 0.868
H 1.428 2.561 -1.403
H 1.529 0.998 -1.213
H -0.361 0.669 1.728
H -1.553 0.565 0.521
H 1.099 -1.002 0.622
H -0.397 -0.521 -1.897
H 0.637 -1.716 -1.495
H -1.019 -1.796 1.683
H -1.500 -2.221 0.003
*
```

The calculation puts the frontier orbital gap at 6.44 eV. Its SMILES is NC(=O)C[C@H](N)C[O-]. The highest occupied orbital energy comes out at -2.668 eV. As for the lowest unoccupied orbital energy: 3.78 eV.

***

Least stable: w)

***

w) Entry from the OMol25 dataset: a single C9H19P molecule (ωB97M-V/def2-TZVPD).

Structure (ORCA input):
```
! RIJCOSX wB97M-V def2-TZVPD def2/J DEFGRID3
* xyz 0 1
C -2.620 0.824 0.070
C -1.113 0.918 0.035
C -0.597 1.945 1.165
C -0.650 1.471 -1.273
C -0.505 -0.452 0.103
P -2.072 -1.907 -0.216
C 0.904 -0.929 0.055
C 1.108 -1.569 -1.329
C 2.001 0.145 0.321
C 1.009 -2.129 1.129
H -2.739 0.274 1.052
H -3.215 1.824 0.212
H -3.226 0.318 -0.740
H -1.334 2.713 1.598
H -0.237 1.473 2.063
H 0.218 2.656 0.710
H -1.208 1.014 -2.218
H 0.442 1.273 -1.385
H -0.770 2.554 -1.503
H -1.420 -3.065 0.037
H 0.312 -2.432 -1.395
H 1.039 -0.980 -2.255
H 2.092 -2.216 -1.288
H 1.676 0.749 1.115
H 3.025 -0.305 0.511
H 2.068 0.786 -0.651
H 0.378 -1.875 2.070
H 0.606 -3.033 0.559
H 2.044 -2.261 1.456
*
```

The calculation puts the frontier orbital gap (alpha / beta) at 7.08 / 8.29 eV. Its SMILES is CC(C)(C)C(=P)C(C)(C)C. The highest occupied orbital energy (alpha / beta) comes out at -7.643 / -8.022 eV. As for the lowest unoccupied orbital energy (alpha / beta): -0.57 / 0.27 eV.

***

x) Entry from the OMol25 dataset: 2 unconnected molecules or ions with the total composition C9H19P (ωB97M-V/def2-TZVPD).

Structure (ORCA input):
```
! RIJCOSX wB97M-V def2-TZVPD def2/J DEFGRID3
* xyz 0 1
C -3.451 1.883 -0.848
C -3.081 0.706 -0.582
C -2.871 -0.553 -0.331
C -2.641 -1.605 -1.361
C -2.586 -0.906 1.105
H -4.506 2.174 -0.706
H -2.825 2.750 -0.973
H -2.885 -1.132 -2.326
H -1.494 -1.815 -1.636
H -3.269 -2.461 -1.159
H -2.527 -0.084 1.773
H -1.693 -1.423 1.441
H -3.510 -1.518 1.385
C 2.219 1.849 0.332
C 1.128 1.035 -0.272
P 1.237 -0.835 0.165
C 2.094 -0.823 1.765
C 2.779 -1.088 -0.851
H 2.397 2.856 -0.027
H 1.893 1.954 1.337
H 3.175 1.308 0.270
H 0.170 1.447 0.098
H 1.050 1.073 -1.307
H 1.734 -0.063 2.454
H 3.302 -0.839 1.729
H 2.080 -1.917 2.104
H 3.071 -2.186 -0.924
H 3.713 -0.636 -0.501
H 2.494 -0.847 -1.899
*
```

The calculation puts the frontier orbital gap at 9.60 eV. Its SMILES is C=C=C(C)C.CCP(C)C. The highest occupied orbital energy comes out at -8.677 eV. As for the lowest unoccupied orbital energy: 0.92 eV.

***

Least stable: w)

***

w) Entry from the OMol25 dataset: a single C2H3BrO2 molecule (ωB97M-V/def2-TZVPD).

Structure (ORCA input):
```
! RIJCOSX wB97M-V def2-TZVPD def2/J DEFGRID3
* xyz 0 1
Br 1.850 -0.075 0.916
C 0.100 0.425 1.426
C -0.714 -0.696 1.126
O -2.002 -0.439 0.539
O -0.898 -0.916 -0.186
H 0.143 0.768 2.473
H -0.137 1.329 0.734
H -0.510 -1.478 1.737
*
```

The calculation puts the frontier orbital gap at 11.08 eV. Its SMILES is BrCC1OO1. The highest occupied orbital energy comes out at -10.379 eV. As for the lowest unoccupied orbital energy: 0.70 eV.

***

x) Entry from the OMol25 dataset: a single C2H3BrO2 molecule (ωB97M-V/def2-TZVPD).

Structure (ORCA input):
```
! RIJCOSX wB97M-V def2-TZVPD def2/J DEFGRID3
* xyz 0 1
C -0.787 -0.427 0.093
C 0.595 0.149 -0.141
Br 2.043 -1.030 0.358
O 0.724 1.473 0.391
O 0.738 1.182 -1.001
H -1.479 0.277 -0.464
H -1.007 -0.195 1.043
H -0.826 -1.430 -0.279
*
```

The calculation puts the frontier orbital gap at 11.21 eV. Its SMILES is CC1(Br)OO1. The highest occupied orbital energy comes out at -10.525 eV. As for the lowest unoccupied orbital energy: 0.69 eV.

***

y) Entry from the OMol25 dataset: a molecular structure, C2H3BrO2 (ωB97M-V/def2-TZVPD).

Structure (ORCA input):
```
! RIJCOSX wB97M-V def2-TZVPD def2/J DEFGRID3
* xyz 0 1
C 0.199 -0.468 -0.651
C -0.208 0.686 0.853
O -0.888 -0.620 -1.489
O -0.395 -1.671 -0.678
Br 1.913 -0.313 -1.366
H 0.218 1.699 0.553
H 0.436 0.066 1.542
H -1.276 0.621 1.235
*
```

The calculation puts the frontier orbital gap at 11.20 eV. The highest occupied orbital energy comes out at -10.573 eV. As for the lowest unoccupied orbital energy: 0.63 eV.

***

Least stable: y)

***

w) Entry from the OMol25 dataset: a gas-phase ion, H4N (charge +1) (ωB97M-V/def2-TZVPD).

Structure (ORCA input):
```
! RIJCOSX wB97M-V def2-TZVPD def2/J DEFGRID3
* xyz 1 1
N -0.016 0.014 -0.013
H 0.694 0.169 -0.750
H 0.253 -0.971 0.468
H 0.172 0.757 0.705
H -1.009 -0.053 -0.335
*
```

The calculation puts the frontier orbital gap at 19.14 eV. Its SMILES is [NH4+]. The highest occupied orbital energy comes out at -24.090 eV. As for the lowest unoccupied orbital energy: -4.95 eV.

***

x) Entry from the OMol25 dataset: a gas-phase ion, H4N (charge +1) (ωB97M-V/def2-TZVPD).

Structure (ORCA input):
```
! RIJCOSX wB97M-V def2-TZVPD def2/J DEFGRID3
* xyz 1 1
N 0.004 0.009 0.008
H 0.428 0.936 -0.031
H 0.359 -0.529 0.800
H -1.012 0.089 0.073
H 0.221 -0.505 -0.850
*
```

The calculation puts the frontier orbital gap at 20.36 eV. Its SMILES is [NH4+]. The highest occupied orbital energy comes out at -25.149 eV. As for the lowest unoccupied orbital energy: -4.79 eV.

***

Least stable: w)

***

w) Entry from the OMol25 dataset: 2 unconnected molecules or ions with the total composition C2H7N2O2 (ωB97M-V/def2-TZVPD).

Structure (ORCA input):
```
! RIJCOSX wB97M-V def2-TZVPD def2/J DEFGRID3
* xyz -1 1
N -1.671 -1.507 0.117
C -0.202 -1.855 0.278
N 0.560 -0.993 1.123
H -1.637 -0.537 -0.175
H -1.972 -1.559 1.078
H 0.179 -1.688 -0.716
H -0.112 -2.884 0.528
H -0.071 -0.700 1.851
H 1.165 -0.072 0.818
O 0.051 1.275 -1.630
C 0.273 1.794 -0.502
O 1.218 1.568 0.306
H -0.351 2.567 -0.132
*
```

The calculation puts the frontier orbital gap at 8.81 eV. The highest occupied orbital energy comes out at -4.357 eV. As for the lowest unoccupied orbital energy: 4.45 eV.

***

x) Entry from the OMol25 dataset: 2 unconnected molecules or ions with the total composition C2H7N2O2 (ωB97M-V/def2-TZVPD).

Structure (ORCA input):
```
! RIJCOSX wB97M-V def2-TZVPD def2/J DEFGRID3
* xyz -1 1
N 0.894 -1.009 -0.666
C 1.502 0.313 -0.753
N 0.861 1.376 -0.012
H -0.037 -0.970 -1.061
H 0.771 -1.220 0.315
H 1.567 0.577 -1.802
H 2.533 0.250 -0.410
H 1.167 1.367 0.947
H -0.150 1.312 0.008
O -2.281 -0.889 -0.324
C -2.287 -0.474 0.851
O -1.588 0.418 1.370
H -2.951 -1.054 1.537
*
```

The calculation puts the frontier orbital gap at 8.75 eV. The highest occupied orbital energy comes out at -4.353 eV. As for the lowest unoccupied orbital energy: 4.39 eV.

***

Least stable: w)

***

w) Entry from the OMol25 dataset: a single C4H8N2OS molecule (ωB97M-V/def2-TZVPD).

Structure (ORCA input):
```
! RIJCOSX wB97M-V def2-TZVPD def2/J DEFGRID3
* xyz 0 1
O -2.995 -0.270 0.482
N -1.844 -0.960 0.740
C -0.688 -0.497 0.388
C 0.543 -1.267 0.681
C 1.571 -0.732 -0.324
C 1.058 0.759 -0.612
N -0.383 0.661 -0.398
S -1.306 2.057 -0.722
H -2.810 0.468 -0.125
H 0.340 -2.382 0.544
H 0.847 -1.077 1.699
H 2.572 -0.756 0.070
H 1.589 -1.276 -1.308
H 1.506 1.492 0.068
H 1.313 1.055 -1.640
H -1.312 2.727 0.458
*
```

The calculation puts the frontier orbital gap at 9.08 eV. Its SMILES is O/N=C1/CCCN1S. The highest occupied orbital energy comes out at -8.497 eV. As for the lowest unoccupied orbital energy: 0.58 eV.

***

x) Entry from the OMol25 dataset: a single C4H8N2OS molecule (ωB97M-V/def2-TZVPD).

Structure (ORCA input):
```
! RIJCOSX wB97M-V def2-TZVPD def2/J DEFGRID3
* xyz 0 1
N 0.925 -1.928 0.484
C 1.638 -0.950 -0.276
C 1.746 0.456 0.136
C 0.907 0.090 -1.066
S -0.911 0.272 -1.244
C -1.272 1.366 0.110
N -1.350 1.065 1.344
O -1.020 -0.207 1.693
H 1.251 -2.053 1.457
H 0.860 -2.837 -0.034
H 2.549 -1.317 -0.816
H 2.597 1.047 -0.217
H 1.230 0.722 1.046
H 1.317 0.360 -2.048
H -1.525 2.378 -0.124
H -0.673 -0.738 0.877
*
```

The calculation puts the frontier orbital gap at 9.74 eV. Its SMILES is N[C@@H]1C[C@@H]1S/C=N\O. The highest occupied orbital energy comes out at -9.092 eV. As for the lowest unoccupied orbital energy: 0.65 eV.

***

Least stable: x)

***

w) Entry from the OMol25 dataset: a single C4H8N2OS molecule (ωB97M-V/def2-TZVPD).

Structure (ORCA input):
```
! RIJCOSX wB97M-V def2-TZVPD def2/J DEFGRID3
* xyz 0 1
N 0.961 -1.533 -0.175
C 1.690 -0.428 -0.129
S 3.245 -0.367 0.382
C 1.024 0.978 -0.286
C -0.527 1.132 -0.373
C -1.196 0.537 0.839
N -2.002 -0.452 0.862
O -2.069 -1.157 -0.355
H 1.348 -2.374 0.248
H -0.064 -1.500 -0.304
H 1.487 1.316 -1.259
H 1.517 1.576 0.532
H -0.811 0.716 -1.318
H -0.674 2.177 -0.381
H -1.054 1.028 1.855
H -2.876 -1.649 -0.138
*
```

The calculation puts the frontier orbital gap at 8.72 eV. Its SMILES is NC(=S)CC/C=N\O. The highest occupied orbital energy comes out at -8.114 eV. As for the lowest unoccupied orbital energy: 0.61 eV.

***

x) Entry from the OMol25 dataset: a single C4H8N2OS molecule (ωB97M-V/def2-TZVPD).

Structure (ORCA input):
```
! RIJCOSX wB97M-V def2-TZVPD def2/J DEFGRID3
* xyz 0 1
N 2.462 -0.249 1.766
N 2.108 -0.606 0.428
C 0.881 -0.385 -0.168
O 0.721 -0.702 -1.338
S -0.294 0.412 0.907
C -1.742 0.585 -0.105
C -1.770 0.937 -1.543
C -2.267 -0.407 -1.091
H 1.963 -0.785 2.455
H 2.298 0.749 1.867
H 2.851 -1.072 -0.062
H -2.526 1.047 0.522
H -2.505 1.667 -1.881
H -0.863 0.919 -2.130
H -3.315 -0.697 -1.112
H -1.575 -1.196 -1.374
*
```

The calculation puts the frontier orbital gap at 9.84 eV. Its SMILES is NNC(=O)SC1CC1. The highest occupied orbital energy comes out at -9.172 eV. As for the lowest unoccupied orbital energy: 0.67 eV.

***

y) Entry from the OMol25 dataset: a molecular structure, C4H8N2OS (ωB97M-V/def2-TZVPD).

Structure (ORCA input):
```
! RIJCOSX wB97M-V def2-TZVPD def2/J DEFGRID3
* xyz 0 1
C 2.115 -0.253 0.207
C 1.031 0.556 -0.452
C -1.771 -1.520 0.163
C -1.375 0.962 -0.003
H 2.448 0.261 1.336
H 2.989 -0.127 -0.593
H 1.645 -1.521 0.461
H 1.186 0.459 -1.518
H 1.212 1.619 -0.124
H -1.464 -1.824 1.252
H -2.255 -2.424 -0.256
H -0.630 2.655 0.117
N -0.279 0.117 -0.032
N -1.525 2.218 0.059
O -0.561 -1.185 -0.485
S -2.768 0.005 -0.132
*
```

The calculation puts the frontier orbital gap at 9.66 eV. The highest occupied orbital energy comes out at -8.909 eV. As for the lowest unoccupied orbital energy: 0.75 eV.

***

z) Entry from the OMol25 dataset: a single C4H8N2OS molecule (ωB97M-V/def2-TZVPD).

Structure (ORCA input):
```
! RIJCOSX wB97M-V def2-TZVPD def2/J DEFGRID3
* xyz 0 1
O 1.894 1.711 -0.221
N 0.577 1.867 0.012
C -0.250 0.870 0.107
C -1.708 1.036 0.435
C -2.348 -0.211 -0.310
C -1.240 -1.287 -0.120
N 0.041 -0.498 -0.156
S 1.422 -1.469 0.049
H 2.121 0.800 -0.283
H -2.040 1.935 -0.003
H -1.928 1.004 1.485
H -3.368 -0.490 0.052
H -2.542 0.065 -1.351
H -1.367 -1.651 0.934
H -1.265 -2.037 -0.873
H 1.438 -1.833 1.365
*
```

The calculation puts the frontier orbital gap at 9.14 eV. Its SMILES is O/N=C1/CCCN1S. The highest occupied orbital energy comes out at -8.574 eV. As for the lowest unoccupied orbital energy: 0.57 eV.

***

Least stable: y)

***

w) Entry from the OMol25 dataset: a single C4H8N2OS molecule (ωB97M-V/def2-TZVPD).

Structure (ORCA input):
```
! RIJCOSX wB97M-V def2-TZVPD def2/J DEFGRID3
* xyz 0 1
C 0.890 -2.294 -0.907
O 0.521 -1.075 -0.290
C -0.485 -1.028 0.541
C -1.130 0.136 0.909
N -1.219 1.597 0.586
C -0.265 2.341 0.021
N 1.002 2.001 0.311
S -0.563 3.695 -0.883
H 0.211 -2.939 -1.812
H 0.993 -3.129 -0.158
H 2.013 -2.195 -1.283
H -0.947 -1.955 0.963
H -1.675 -0.195 1.768
H -2.284 1.851 0.327
H 1.763 2.228 -0.552
H 1.175 0.960 0.458
*
```

The calculation puts the frontier orbital gap at 8.49 eV. Its SMILES is CO/C=C\NC(N)=S. The highest occupied orbital energy comes out at -8.017 eV. As for the lowest unoccupied orbital energy: 0.47 eV.

***

x) Entry from the OMol25 dataset: a single C4H8N2OS molecule (ωB97M-V/def2-TZVPD).

Structure (ORCA input):
```
! RIJCOSX wB97M-V def2-TZVPD def2/J DEFGRID3
* xyz 0 1
N -0.622 1.640 0.115
C -1.199 0.355 0.526
C -1.795 -0.540 -0.670
O -0.961 -1.599 -0.166
C -0.155 -0.730 0.634
C 1.127 -0.348 -0.045
N 2.233 -0.514 0.594
S 3.671 -0.075 -0.283
H -1.372 2.417 -0.166
H -0.135 1.514 -0.763
H -1.868 0.334 1.362
H -2.855 -0.919 -0.760
H -1.531 -0.159 -1.662
H 0.000 -1.197 1.623
H 1.015 0.116 -1.100
H 4.446 -0.294 0.760
*
```

The calculation puts the frontier orbital gap at 9.83 eV. Its SMILES is N[C@H]1CO[C@H]1/C=N/S. The highest occupied orbital energy comes out at -9.051 eV. As for the lowest unoccupied orbital energy: 0.78 eV.

***

Least stable: w)